C40H82Br2Cr2N4O12 | ωB97M-V/def2-TZVPD

HOMO-LUMO gap (spin up / spin down), eV: 7.96 / 7.31
⟨S²⟩: 12.40
Highest occupied orbital energy (spin up / spin down), eV: -8.185 / -8.168
Lowest unoccupied orbital energy (spin up / spin down), eV: -0.2 / -0.9

The geometry in ORCA input format:
```
! RIJCOSX wB97M-V def2-TZVPD def2/J DEFGRID3
* xyz 0 7
Cr -1.2612 -1.3934 -0.7451
Cr -3.3568 1.0340 -0.5218
O -1.5259 0.6705 0.0154
H -1.3315 1.0297 0.8853
O -0.6730 -3.2254 -1.2820
H -1.0166 -3.5715 -2.1210
C -2.0818 3.3159 5.7057
O -2.7358 4.2519 5.0616
O -4.8840 1.6979 -0.2639
O -1.9805 2.4857 6.3693
C -9.0642 8.3845 -8.5566
O -3.6674 -0.7506 -1.2558
O -8.7509 8.0495 -7.4653
O -2.8349 1.8571 -2.1644
Br -5.2486 7.0100 -1.3700
C -3.5295 6.3834 -0.6294
C -2.7131 5.4729 -1.5228
Br -2.1423 6.4086 -3.0961
H -3.7116 5.9228 0.3467
H -3.0019 7.3308 -0.4379
H -3.2665 4.5813 -1.7458
H -1.7534 5.2634 -0.9577
C -2.5801 -1.6716 3.7592
C -3.2830 -2.3265 2.5826
C -3.8033 -3.6615 3.0845
C -5.1326 -3.5247 3.7747
C -6.1188 -2.7958 2.8833
C -5.7253 -1.4076 2.4525
N -4.3341 -1.4757 1.9153
O -3.7544 -0.1504 1.7096
C -6.6576 -0.9198 1.3349
C -5.9212 -0.4327 3.6048
C -2.2372 -2.6329 1.4572
H -3.1692 -1.8469 4.6708
H -2.3454 -0.6262 3.7502
H -1.5964 -2.1694 3.9036
H -3.9730 -4.2448 2.1809
H -3.0716 -4.1285 3.7511
H -5.0897 -2.9945 4.7624
H -5.4449 -4.5336 4.0089
H -7.1120 -2.6567 3.3607
H -6.3641 -3.3612 1.9572
H -6.7462 -1.5582 0.4776
H -7.6131 -0.6802 1.7506
H -6.2686 -0.0062 0.9245
H -5.6525 0.5457 3.1797
H -6.9646 -0.3550 3.9355
H -5.3317 -0.6422 4.5480
H -1.6636 -1.7198 1.3050
H -2.7613 -2.9418 0.5168
H -1.5451 -3.4341 1.7982
H -3.9534 0.3816 2.4797
C 3.9248 -2.0612 -4.5781
C 4.3880 -2.6309 -3.1919
C 5.7445 -2.0614 -2.8188
C 6.1768 -2.4401 -1.4123
C 5.1653 -1.9678 -0.3911
C 3.7600 -2.4560 -0.7727
N 3.5027 -2.1054 -2.1779
O 2.1223 -2.2613 -2.4746
C 3.6659 -3.9276 -0.4063
C 2.7622 -1.7357 0.0787
C 4.4987 -4.0939 -3.3695
H 4.5847 -2.4092 -5.3633
H 3.9576 -0.9959 -4.5153
H 2.9192 -2.4497 -4.7679
H 6.4575 -2.4555 -3.5619
H 5.7542 -0.9668 -2.9712
H 7.2101 -2.1223 -1.1955
H 6.1983 -3.5200 -1.3214
H 5.1273 -0.8669 -0.3217
H 5.4391 -2.3514 0.6042
H 4.5651 -4.4752 -0.6172
H 3.4367 -4.0694 0.6378
H 2.8958 -4.4909 -0.9505
H 2.9287 -0.6764 0.0424
H 1.7499 -1.9902 -0.2223
H 2.9394 -2.0868 1.0849
H 3.4820 -4.4450 -3.6584
H 4.8503 -4.6358 -2.4912
H 5.1542 -4.3111 -4.2158
H 1.7934 -3.1765 -2.4162
C 2.0746 1.1553 -3.5936
C 0.6941 1.4776 -2.9941
C 0.0387 2.6613 -3.8086
C -0.5155 2.2163 -5.1053
C -1.6177 1.1294 -4.8890
C -1.1087 -0.0662 -4.1168
N -0.3019 0.4707 -2.9800
O 0.2005 -0.5089 -2.0277
C -2.3221 -0.8021 -3.6603
C -0.2672 -0.9471 -5.0542
C 0.7833 2.0919 -1.5720
H 2.0931 0.9402 -4.6558
H 2.4978 0.2718 -3.0967
H 2.7187 2.0002 -3.4460
H -0.7738 3.0948 -3.1625
H 0.7361 3.4808 -4.0384
H 0.2512 1.8679 -5.8320
H -0.9509 3.1547 -5.5438
H -2.0617 0.7114 -5.8049
H -2.4269 1.5957 -4.3259
H -2.1849 -1.7938 -3.1920
H -2.9847 -0.1837 -3.1466
H -2.9676 -0.9946 -4.5052
H 0.2542 -1.7545 -4.5199
H -0.8004 -1.4010 -5.8834
H 0.4768 -0.2836 -5.5194
H -0.1945 2.4898 -1.3400
H 1.4131 2.9893 -1.6192
H 1.1140 1.3725 -0.8272
H 0.7434 -1.2966 -2.3509
C 3.7995 3.1935 3.7762
C 3.0127 2.4676 2.6841
C 3.8673 1.5319 1.8809
C 4.2997 0.3146 2.6555
C 3.1385 -0.3684 3.2649
C 2.3246 0.4184 4.2139
N 1.8873 1.6084 3.3617
O 1.0480 2.6165 4.1347
C 1.0227 -0.3651 4.3896
C 2.9988 0.6432 5.5380
C 2.3352 3.4571 1.7813
H 4.6629 3.6860 3.3827
H 4.2734 2.4604 4.4474
H 3.1605 3.8758 4.3200
H 3.2455 1.2861 1.0075
H 4.7391 2.0758 1.4520
H 5.0406 0.6029 3.4195
H 4.7717 -0.3338 1.9044
H 3.5715 -1.2007 3.8026
H 2.4894 -0.6845 2.4442
H 0.2415 0.2193 4.8511
H 0.6732 -0.7181 3.4284
H 1.1812 -1.2900 4.9202
H 2.8494 -0.2595 6.1070
H 4.0901 0.8015 5.4875
H 2.4659 1.4632 6.0339
H 1.6616 2.8981 1.0688
H 3.0601 3.8988 1.0984
H 1.8165 4.1951 2.3677
H 1.2513 2.3651 5.0537
*
```